Here is a structure of composition C30H34N4OPdS2Si in a non-equilibrium geometry from the OMol25 dataset. Energies are from ωB97M-V/def2-TZVPD.

Last column: Mulliken spin population.
Geometry (Å):
Pd -0.327 -0.963 0.740  1.030
C -4.332 -4.074 -0.586  0.002
C -4.570 -2.828 -1.438  -0.001
N -3.352 -2.171 -1.872  0.021
C -2.877 -2.405 -3.218  -0.002
C -2.087 -3.705 -3.350  0.004
C -2.662 -1.432 -0.983  -0.007
S -1.311 -0.510 -1.544  0.322
N -3.130 -1.448 0.258  0.018
C -2.745 -0.613 1.240  -0.014
O -1.964 0.369 1.150  0.027
C -3.474 -0.828 2.519  0.018
C -4.696 -1.495 2.557  0.008
C -5.361 -1.653 3.758  -0.003
C -4.817 -1.150 4.929  0.008
C -3.606 -0.477 4.895  -0.003
C -2.941 -0.307 3.696  -0.004
H -5.292 -4.470 -0.265  0.000
H -3.747 -3.817 0.293  0.000
H -3.804 -4.836 -1.151  0.000
H -5.140 -2.106 -0.846  -0.001
H -5.141 -3.086 -2.334  0.000
H -2.237 -1.569 -3.508  -0.001
H -3.740 -2.420 -3.889  -0.001
H -1.275 -3.731 -2.627  -0.001
H -1.661 -3.762 -4.347  0.000
H -2.728 -4.570 -3.204  0.001
H -5.127 -1.871 1.644  0.002
H -6.304 -2.180 3.783  0.000
H -5.342 -1.275 5.866  0.001
H -3.171 -0.092 5.806  0.000
H -2.004 0.232 3.649  0.010
C 0.594 -0.617 5.829  0.013
C 0.515 0.734 5.536  0.004
C 0.658 1.175 4.232  0.021
C 0.893 0.282 3.193  0.002
C 0.979 -1.076 3.509  0.000
C 0.835 -1.524 4.810  0.014
Si 1.058 0.842 1.346  0.243
C 2.943 0.980 1.041  0.036
C 3.554 2.199 1.314  0.009
C 4.929 2.333 1.278  0.003
C 5.721 1.241 0.959  0.005
C 5.125 0.032 0.646  -0.005
C 3.748 -0.098 0.686  0.008
H 0.460 -0.965 6.843  0.001
H 0.350 1.450 6.328  0.000
H 0.583 2.229 4.014  -0.002
H 1.206 -1.795 2.721  0.003
H 0.923 -2.579 5.034  0.000
H 0.449 2.203 1.202  0.033
H 2.941 3.051 1.570  -0.002
H 5.379 3.287 1.512  -0.001
H 6.797 1.339 0.951  0.000
H 5.735 -0.821 0.380  0.000
H 3.299 -1.048 0.431  -0.004
C 1.244 -6.046 3.584  -0.001
C 1.995 -5.352 2.496  0.004
C 3.265 -5.660 2.110  0.026
C 3.855 -4.933 1.036  0.016
N 3.181 -3.988 0.408  -0.001
C 1.949 -3.689 0.751  0.100
S 1.048 -2.636 -0.208  -0.021
N 1.348 -4.332 1.846  0.051
C 5.244 -5.201 0.567  0.003
H 1.817 -6.886 3.966  0.000
H 0.288 -6.418 3.212  0.000
H 1.048 -5.359 4.408  0.001
H 3.809 -6.448 2.606  0.005
H 0.374 -4.132 2.047  0.003
H 5.603 -6.163 0.921  0.001
H 5.910 -4.424 0.942  0.002
H 5.284 -5.172 -0.520  0.000

Summary:
Total charge = 0
Frontier orbital gap (alpha / beta) = 5.002 / 6.953 eV
Energy relative to the best compared isomer or geometry (same formula, charge and spin) = 1.741 eV
Spin multiplicity = 3
M = 665.3 g mol⁻¹
E = -72697.5948 eV

Here is a cluster of 6 separate species, C30H34N6O10 in total in a non-equilibrium geometry from the OMol25 dataset. Energies are from ωB97M-V/def2-TZVPD.

Last column: Mulliken charge in e.
Geometry (Å):
O 0.182 -7.256 1.785  -0.543
N -1.007 -6.893 2.025  0.901
O -1.973 -7.061 1.292  -0.535
C -1.310 -6.073 3.292  0.419
C -0.230 -5.302 3.920  -0.638
C -0.692 -4.289 5.007  -0.642
C -2.031 -4.581 5.629  -0.236
C -2.984 -5.493 5.186  -0.349
C -2.625 -6.324 3.897  -0.447
H 0.705 -5.116 3.482  0.502
H -0.153 -3.501 5.488  0.489
H -2.412 -3.973 6.390  0.363
H -3.718 -5.499 5.974  0.336
H -3.390 -7.006 3.503  0.385
O 1.317 5.128 -0.016  -0.595
N 0.089 5.087 0.039  1.053
O -0.521 4.530 0.866  -0.579
C -0.726 5.767 -1.022  0.170
C -2.154 6.271 -0.664  -0.401
C -3.000 6.883 -1.803  -0.490
C -2.299 7.117 -3.084  -0.378
C -0.947 6.907 -3.434  -0.512
C -0.094 6.222 -2.400  -0.402
H -2.606 6.148 0.313  0.613
H -4.034 7.047 -1.690  0.417
H -2.916 7.675 -3.689  0.377
H -0.498 7.215 -4.421  0.341
H 0.947 5.839 -2.520  0.380
O 2.019 0.599 -1.440  -0.518
N 0.960 1.017 -0.860  0.890
O 0.296 1.955 -1.259  -0.553
C 0.398 0.301 0.206  0.060
C 0.513 -1.228 0.190  -0.122
C 0.145 -2.095 1.440  -0.994
C -0.707 -1.427 2.466  -0.062
C -1.088 -0.050 2.436  -1.018
C -0.505 0.912 1.296  -0.799
H 0.895 -1.743 -0.716  0.354
H 0.329 -3.051 1.407  0.821
H -0.960 -1.995 3.279  0.454
H -1.688 0.491 3.070  0.619
H -0.768 1.858 1.221  0.831
O 4.154 -4.621 -4.048  -0.556
N 3.548 -3.519 -3.895  0.935
O 3.971 -2.421 -4.247  -0.540
C 2.067 -3.622 -3.489  0.123
C 1.488 -4.946 -2.750  -0.539
C 0.105 -4.926 -2.466  -0.520
C -0.757 -3.655 -2.627  -0.474
C -0.285 -2.532 -3.318  -0.407
C 1.184 -2.347 -3.664  -0.128
H 2.100 -5.779 -2.636  0.547
H -0.523 -5.711 -2.044  0.400
H -1.713 -3.711 -2.300  0.572
H -1.072 -1.689 -3.577  0.252
H 1.495 -1.397 -4.233  0.358
C -5.104 4.609 0.152  -1.058
N -4.761 4.172 1.539  0.137
C -5.308 4.887 2.639  -1.190
C -3.782 3.260 1.906  0.302
O -3.355 3.022 3.075  -0.670
H -5.312 5.672 0.323  0.277
H -6.031 3.987 0.125  0.381
H -4.214 4.416 -0.337  0.414
H -5.146 4.639 3.574  0.399
H -6.345 4.946 2.437  0.426
H -5.083 5.936 2.556  0.370
H -3.349 2.599 1.031  0.235
C 5.685 -0.660 -2.523  -0.793
N 6.770 -0.389 -1.514  0.168
C 7.667 -1.418 -1.019  -0.927
C 6.981 0.918 -1.207  0.074
O 7.878 1.279 -0.435  -0.612
H 6.052 -0.529 -3.623  0.255
H 4.799 0.042 -2.279  0.225
H 5.365 -1.710 -2.531  0.310
H 7.177 -1.990 -0.155  0.287
H 8.806 -1.249 -0.929  0.293
H 7.736 -2.199 -1.771  0.365
H 6.355 1.620 -1.818  0.347

Summary:
Total charge = 0
SMILES = O=[N+]([O-])c1ccccc1.O=[N+]([O-])c1ccccc1.O=[N+]([O-])c1ccccc1.O=[N+]([O-])c1ccccc1.CN(C)C=O.CN(C)C=O
Frontier orbital gap = 7.598 eV
Energy relative to the best compared isomer or geometry (same formula, charge and spin) = 0.000 eV
M = 638.6 g mol⁻¹
E = -61051.5165 eV

Here is a structure of composition C30H34N6OSSm from the OMol25 dataset. Energies are from ωB97M-V/def2-TZVPD.

Last column: Mulliken spin population.
Geometry (Å):
Sm -0.653 -1.366 -0.443  5.084
C -1.999 -1.199 -3.394  0.006
C -0.767 -2.065 -3.712  0.002
C 0.583 -1.438 -3.433  -0.004
C 1.434 -1.106 -4.471  0.001
C 2.688 -0.579 -4.196  -0.001
C 3.076 -0.387 -2.876  -0.001
C 2.180 -0.723 -1.890  -0.001
N 0.963 -1.241 -2.149  0.000
N -2.549 -1.347 -2.004  -0.037
C -3.362 -2.586 -1.872  -0.001
C -2.592 -3.803 -1.407  0.004
C -3.121 -5.063 -1.607  0.000
C -2.429 -6.167 -1.133  0.000
C -1.219 -5.986 -0.473  -0.001
C -0.758 -4.704 -0.304  -0.001
N -1.429 -3.622 -0.754  -0.011
C -3.371 -0.152 -1.673  0.002
C -2.512 1.085 -1.553  0.004
C -3.010 2.331 -1.872  0.001
C -2.177 3.437 -1.755  0.000
C -0.868 3.260 -1.330  -0.001
C -0.449 1.986 -1.020  0.000
N -1.254 0.913 -1.112  -0.018
H -2.794 -1.450 -4.099  -0.001
H -1.752 -0.151 -3.549  -0.002
H -0.803 -2.298 -4.775  0.000
H -0.829 -3.030 -3.206  -0.002
H 1.122 -1.273 -5.494  0.000
H 3.360 -0.323 -5.007  0.000
H 4.047 0.014 -2.622  0.000
H 2.442 -0.590 -0.843  -0.001
H -3.850 -2.821 -2.819  -0.001
H -4.161 -2.400 -1.153  -0.002
H -4.062 -5.180 -2.131  0.000
H -2.827 -7.163 -1.283  0.000
H -0.647 -6.823 -0.097  0.000
H 0.179 -4.520 0.212  0.000
H -3.890 -0.339 -0.730  -0.001
H -4.137 0.018 -2.432  -0.001
H -4.031 2.437 -2.216  0.000
H -2.545 4.425 -2.003  0.000
H -0.185 4.093 -1.240  0.000
H 0.560 1.809 -0.663  -0.002
C 4.135 0.954 1.680  0.000
C 3.638 0.175 2.893  0.000
C 2.296 -0.499 2.663  -0.001
N 1.259 0.548 2.537  -0.002
C -0.040 0.370 2.434  0.004
S -0.730 -1.224 2.227  -0.018
N -0.872 1.413 2.492  0.000
C -0.585 2.851 2.517  0.000
O -1.217 3.514 1.747  0.000
C 0.408 3.350 3.486  0.000
C 1.085 4.529 3.175  0.000
C 1.986 5.060 4.081  0.000
C 2.189 4.429 5.303  0.000
C 1.490 3.271 5.630  0.000
C 0.601 2.724 4.721  0.000
H 5.078 1.455 1.893  0.000
H 3.430 1.729 1.362  0.000
H 4.311 0.282 0.835  0.000
H 3.560 0.828 3.767  0.000
H 4.352 -0.602 3.164  0.000
H 2.027 -1.169 3.477  0.000
H 2.326 -1.092 1.748  0.000
H 1.565 1.490 2.770  0.000
H -1.843 1.205 2.301  0.000
H 0.887 5.027 2.234  0.000
H 2.517 5.972 3.845  0.000
H 2.887 4.852 6.014  0.000
H 1.627 2.809 6.599  0.000
H 0.033 1.838 4.986  0.000

Summary:
Total charge = +3
Frontier orbital gap (alpha / beta) = 6.719 / 7.838 eV
Energy relative to the best compared isomer or geometry (same formula, charge and spin) = 0.000 eV
Spin multiplicity = 6
M = 677.1 g mol⁻¹
E = -71368.9473 eV